# 1
Formula: C36H37IrN9O3STe
Source: the Open Molecules 2025 dataset
Level of theory: ωB97M-V/def2-TZVPD

Properties
**Spin multiplicity**: 2
**Charge**: +2
**Strongest force on any atom**: 0.74 eV Å⁻¹
**<S²>**: 0.76
**Highest occupied orbital energy (spin up / spin down)**: -12.40 / -12.66 eV
**Gap between HOMO and LUMO (spin up / spin down)**: 6.377 / 6.270 eV

Element x y z (Å)
Ir (-0.90167, -2.55784, 0.25871)
N (-0.57551, -4.60897, 1.01231)
N (-1.78483, -5.31301, 0.88777)
C (-2.70580, -4.88744, -0.01761)
N (-3.82684, -5.57552, -0.10534)
N (-2.32873, -3.82297, -0.74432)
N (-3.22908, -3.25793, -1.67447)
O (-2.80578, -2.28079, -2.22968)
O (-4.30286, -3.78525, -1.88834)
H (0.16026, -5.09405, 0.50029)
H (-0.31428, -4.53958, 1.99217)
H (-1.90671, -6.17783, 1.39023)
H (-4.01033, -6.35050, 0.50989)
H (-4.52260, -5.26997, -0.77259)
N (2.77535, -1.15364, 1.61178)
C (2.72518, -0.67655, 2.94922)
C (3.90645, -0.38444, 3.60474)
C (3.87670, 0.04775, 4.92461)
C (2.66571, 0.17322, 5.58326)
C (1.48177, -0.13157, 4.92231)
C (1.50973, -0.54662, 3.60174)
S (-0.03452, -0.83572, 2.78278)
N (0.50700, -1.69808, 1.39555)
C (1.72945, -1.68445, 0.96278)
C (1.92726, -2.32977, -0.35828)
C (3.12834, -2.41366, -1.03477)
C (3.13952, -2.94123, -2.32001)
C (1.95060, -3.36166, -2.88685)
C (0.78665, -3.28295, -2.13985)
N (0.77977, -2.79800, -0.89646)
H (3.68372, -1.19429, 1.18351)
H (4.85324, -0.49578, 3.08848)
H (4.80282, 0.27876, 5.43247)
H (2.63505, 0.49667, 6.61435)
H (0.53328, -0.04153, 5.43794)
H (4.05169, -2.07003, -0.59008)
H (4.06793, -3.01275, -2.86997)
H (1.91397, -3.75333, -3.89329)
H (-0.17100, -3.60805, -2.52385)
C (3.49960, 3.50726, 2.84446)
C (2.62406, 2.85270, 1.81511)
C (1.24266, 2.92186, 1.89828)
C (0.40886, 2.35000, 0.93865)
C (-1.06876, 2.56623, 1.06844)
C (1.00611, 1.66123, -0.12165)
Te (-0.12414, 0.81294, -1.68532)
N (-1.47616, -0.68295, -0.21161)
C (-2.56129, -0.77729, 0.48731)
O (-2.60720, -1.91041, 1.19333)
C (-3.72688, 0.11531, 0.50916)
C (-4.56379, 0.12733, 1.62196)
C (-5.66907, 0.96250, 1.64160)
C (-5.94561, 1.77407, 0.54888)
C (-5.12048, 1.75060, -0.56844)
C (-4.01200, 0.92115, -0.58990)
C (-0.06698, 2.54531, -2.89351)
C (0.20473, 3.78940, -2.32754)
C (0.28598, 4.91014, -3.13621)
C (0.07672, 4.78260, -4.50229)
C (-0.21990, 3.54448, -5.05473)
C (-0.31252, 2.40312, -4.26606)
C (-0.64643, 1.07583, -4.89465)
C (2.40395, 1.59196, -0.25167)
C (3.09211, 0.97487, -1.44162)
C (3.18470, 2.18640, 0.72905)
H (2.92658, 4.17319, 3.48714)
H (4.29211, 4.08626, 2.37020)
H (3.97671, 2.75735, 3.47676)
H (0.78826, 3.47339, 2.71414)
H (-1.26906, 3.52818, 1.53929)
H (-1.52523, 1.79266, 1.68488)
H (-1.57927, 2.55771, 0.10567)
H (-4.33918, -0.51310, 2.46483)
H (-6.31828, 0.97972, 2.50649)
H (-6.81380, 2.41941, 0.56274)
H (-5.35021, 2.36968, -1.42522)
H (-3.37981, 0.87316, -1.46855)
H (0.36693, 3.88335, -1.26051)
H (0.50649, 5.87617, -2.70282)
H (0.13463, 5.65305, -5.14199)
H (-0.39189, 3.46178, -6.12073)
H (-0.90804, 1.20447, -5.94280)
H (-1.49603, 0.59365, -4.40447)
H (0.20288, 0.38868, -4.84765)
H (2.63558, 0.03258, -1.75247)
H (4.14345, 0.78880, -1.22068)
H (3.05324, 1.64611, -2.30331)
H (4.26479, 2.15645, 0.62690)

Forces on the atoms, in the same order (eV/Å):
0.0 -0.7 -0.1
-0.1 0.1 -0.1
-0.1 0.2 0.0
0.1 0.0 0.0
0.0 0.0 -0.1
0.0 0.6 0.0
0.1 -0.1 -0.2
0.0 0.0 0.0
0.0 0.0 0.1
0.0 0.0 0.1
-0.1 -0.1 0.0
0.0 0.0 0.0
0.0 0.0 0.0
0.0 0.0 0.0
0.0 0.1 0.0
0.0 0.0 -0.1
0.0 0.0 0.0
0.0 0.0 0.0
0.0 0.0 0.0
0.0 0.0 0.0
0.0 0.0 0.1
0.1 0.0 0.0
0.2 0.5 0.2
0.0 -0.1 0.0
0.0 0.0 0.0
0.0 -0.1 0.0
0.0 0.0 0.0
0.0 0.0 0.0
0.0 -0.1 0.0
0.1 0.0 -0.1
0.0 0.0 0.0
0.0 0.0 0.0
0.0 0.0 0.0
0.0 0.0 0.0
0.0 0.0 0.0
0.0 0.0 0.0
0.0 0.0 0.0
0.0 0.0 0.0
0.0 0.0 0.0
0.0 0.0 0.0
0.0 0.0 0.0
0.0 0.0 0.0
0.1 0.0 0.0
-0.1 0.0 0.0
0.0 0.0 0.0
-0.1 -0.1 -0.2
-0.2 0.1 0.0
0.0 -0.2 0.0
0.1 0.0 0.1
0.1 0.1 0.0
0.0 0.0 0.0
0.0 0.0 0.0
0.0 0.0 0.0
0.0 0.0 0.0
0.0 0.0 0.0
0.0 0.1 0.1
0.0 0.0 0.0
0.0 0.0 0.0
0.0 0.0 0.0
0.0 0.0 0.0
0.0 0.0 0.0
0.0 0.0 0.0
0.0 0.0 0.1
0.0 0.0 0.0
0.0 0.0 0.0
0.0 0.0 0.0
0.0 0.0 0.0
0.0 0.0 0.0
0.0 0.0 0.0
0.0 0.0 0.0
-0.1 -0.1 0.0
0.0 0.0 -0.1
0.0 0.0 0.0
0.0 0.0 0.0
0.0 0.0 0.0
0.0 0.0 0.0
0.0 0.0 0.0
0.0 0.0 0.0
0.0 0.0 0.0
0.0 0.0 0.0
0.0 0.0 0.0
0.0 0.0 0.0
0.0 0.0 0.0
0.0 0.0 0.0
0.0 0.1 0.0
0.0 0.0 0.0
0.0 0.0 0.0
0.0 0.0 0.0


# 2
Formula: C36H37MoN4OP
Source: the Open Molecules 2025 dataset
Level of theory: ωB97M-V/def2-TZVPD

Properties
**Spin multiplicity**: 3
**Charge**: +2
**Strongest force on any atom**: 3.70 eV Å⁻¹
**<S²>**: 2.04
**Highest occupied orbital energy (spin up / spin down)**: -13.00 / -13.24 eV
**Gap between HOMO and LUMO (spin up / spin down)**: 6.771 / 6.520 eV

Element x y z (Å)
Mo (-8.75748, 15.72547, 8.68407)
O (-7.60262, 17.53294, 8.24260)
C (-8.59452, 17.78517, 8.95931)
C (-9.24736, 18.75068, 9.73508)
C (-8.83369, 20.07150, 9.93662)
C (-9.71763, 20.86334, 10.63393)
C (-10.93852, 20.48732, 11.08583)
C (-11.39182, 19.19139, 10.84532)
C (-10.57133, 18.26047, 10.12502)
P (-10.90654, 16.62755, 9.46537)
C (-12.04472, 17.03129, 8.13165)
C (-13.43791, 17.16739, 8.33301)
C (-14.20035, 17.64222, 7.30935)
C (-13.71620, 17.89863, 6.03338)
C (-12.39170, 17.71843, 5.81129)
C (-11.56016, 17.27477, 6.80979)
C (-11.95324, 15.74786, 10.62087)
C (-12.84282, 14.77007, 10.14970)
C (-13.52938, 13.90313, 11.02757)
C (-13.34982, 14.13108, 12.40363)
C (-12.59413, 15.18017, 12.84411)
C (-11.83039, 15.92262, 11.98611)
H (-7.94866, 20.44141, 9.47735)
H (-9.36949, 21.85821, 10.79623)
H (-11.58687, 21.25179, 11.52879)
H (-12.31430, 18.80681, 11.28528)
H (-13.87862, 17.03091, 9.34047)
H (-15.29410, 17.74673, 7.53240)
H (-14.36778, 18.20745, 5.23426)
H (-11.94244, 17.96723, 4.85155)
H (-10.46831, 17.28530, 6.66393)
H (-12.93968, 14.54766, 9.05311)
H (-14.19642, 13.08517, 10.69691)
H (-13.96730, 13.52480, 13.09767)
H (-12.52398, 15.31432, 13.92423)
H (-11.25482, 16.78838, 12.40167)
N (-7.09344, 14.53841, 7.66003)
C (-5.78218, 15.16142, 7.90196)
C (-4.89340, 15.56951, 6.91138)
C (-3.57995, 15.90778, 7.23991)
C (-3.23476, 16.03887, 8.59596)
C (-4.10015, 15.65688, 9.57961)
C (-5.39378, 15.24759, 9.24691)
C (-6.28294, 14.83328, 10.37385)
C (-5.74971, 14.15115, 11.44459)
C (-6.52424, 13.73811, 12.52999)
C (-7.87460, 14.24495, 12.58833)
C (-8.40823, 14.97574, 11.53064)
C (-7.66576, 15.17148, 10.38113)
H (-7.24886, 14.72907, 6.68367)
H (-7.12206, 13.51037, 7.85200)
H (-5.12374, 15.54880, 5.84259)
H (-2.89441, 16.06577, 6.43556)
H (-2.26616, 16.37768, 8.87080)
H (-3.84293, 15.46183, 10.65252)
H (-4.68617, 13.84942, 11.39620)
H (-6.10128, 13.13869, 13.34421)
H (-8.52627, 14.15283, 13.45188)
H (-9.50559, 15.10082, 11.55538)
C (-9.50839, 11.85197, 6.30322)
N (-10.26119, 12.96529, 6.88865)
C (-10.39564, 14.21146, 6.24237)
C (-10.27532, 12.89005, 8.26855)
N (-9.81354, 13.85921, 9.07690)
N (-10.62615, 11.71361, 8.85909)
C (-11.48895, 10.70069, 8.32806)
C (-10.19058, 11.40774, 10.29390)
H (-8.77587, 12.21295, 5.53028)
H (-10.12402, 11.17406, 5.70132)
H (-8.99636, 11.35238, 7.11087)
H (-10.70225, 14.04728, 5.24723)
H (-9.40746, 14.62718, 6.10678)
H (-11.17529, 14.82817, 6.64979)
H (-10.00334, 13.76525, 10.07616)
H (-12.08848, 11.07389, 7.54445)
H (-11.96769, 10.33420, 9.17202)
H (-10.86306, 9.93659, 7.97227)
H (-10.88186, 11.83024, 10.99745)
H (-9.22094, 11.84235, 10.37582)
H (-10.21436, 10.29149, 10.46285)

Forces on the atoms, in the same order (eV/Å):
0.6 -0.1 0.2
-1.2 0.8 0.9
1.7 -3.0 -1.3
-1.9 0.3 -0.1
-1.3 -1.3 0.1
2.0 1.4 -0.5
-1.5 -0.6 0.0
0.5 -2.0 -0.4
1.3 3.1 1.4
-0.8 0.2 0.0
-0.5 -0.1 -1.8
1.4 0.3 1.3
-2.8 0.0 -0.2
-1.0 -0.1 0.5
1.5 0.1 -1.1
0.8 0.2 2.3
-0.4 -0.6 -0.2
-0.2 -1.8 -0.9
0.6 0.7 0.2
-1.9 -1.2 -0.7
0.5 -0.6 1.7
0.4 2.0 0.4
0.7 0.2 0.1
-0.1 0.7 0.2
0.2 -0.6 0.1
0.0 0.4 -0.4
0.3 0.0 -0.9
1.1 0.1 -0.4
-0.2 0.2 0.0
-0.2 -0.1 0.1
-0.5 -0.2 -0.2
0.1 0.5 1.1
0.5 0.7 0.0
0.7 0.5 -0.3
0.0 0.3 -0.3
-0.3 -1.0 -0.4
0.0 0.6 -0.2
0.4 -0.2 1.5
0.2 -0.6 -0.5
-1.2 0.5 1.1
0.5 -0.3 -1.1
-1.0 -0.9 1.0
-0.1 -0.5 0.1
-1.1 0.7 -0.9
0.7 -1.2 0.8
-1.7 1.4 0.2
1.5 -0.3 0.3
-0.4 -1.4 0.2
0.4 0.5 -0.6
-0.3 -0.6 -0.7
0.2 1.2 -0.3
-0.3 -0.2 0.3
0.4 0.4 -0.1
0.8 0.1 0.1
0.2 1.1 -1.2
-0.8 0.1 0.1
-0.2 0.3 -0.4
0.3 -0.5 0.1
0.7 0.5 0.1
0.2 0.6 -1.9
-0.4 -1.7 2.3
0.5 -0.2 -0.4
0.3 -0.4 2.1
-0.2 0.4 -1.6
0.9 1.2 1.4
1.3 0.8 -0.5
-0.7 -0.8 -2.0
-0.3 0.1 0.9
-0.1 -0.1 0.5
0.2 -0.4 -0.2
-0.5 -0.4 -1.4
0.4 1.2 0.2
0.1 0.4 0.6
-0.2 -0.4 -0.6
-1.0 0.3 -0.7
-1.7 -0.8 1.0
0.6 -1.4 -0.8
-0.4 0.5 0.4
0.8 0.0 0.6
0.4 1.3 -0.4